This record from OMol25 describes C21H31F5P2Zr as an isolated structure at a distorted geometry. The level of theory is ωB97M-V with the def2-TZVPD basis set.

Summary:
- charge = +2
- E_LUMO (eV) = -8.4

Last column: Löwdin charge in e.
Atoms and positions in Å:
1 P -1.661 1.103 0.678  0.759
2 P 1.425 0.492 0.528  0.754
3 C -1.127 -0.325 -0.382  -0.368
4 C 0.264 -0.855 -0.034  -0.372
5 H -1.176 0.016 -1.430  0.103
6 H -1.876 -1.121 -0.283  0.049
7 H 0.198 -1.602 0.774  0.098
8 H 0.701 -1.359 -0.908  0.053
9 C 2.132 1.030 -1.052  -0.213
10 H 2.918 1.771 -0.852  0.059
11 H 1.355 1.499 -1.673  0.066
12 H 2.557 0.154 -1.566  0.075
13 C 2.785 -0.396 1.352  -0.221
14 H 3.073 -1.280 0.768  0.076
15 H 2.463 -0.698 2.358  0.057
16 H 3.643 0.284 1.445  0.064
17 C -2.830 1.978 -0.393  -0.221
18 H -3.292 2.796 0.169  0.052
19 H -3.614 1.293 -0.737  0.078
20 H -2.313 2.399 -1.263  0.069
21 C -2.753 0.335 1.935  -0.220
22 H -2.150 -0.147 2.716  0.050
23 H -3.395 -0.412 1.456  0.066
24 H -3.376 1.108 2.406  0.067
25 Zr 0.250 2.157 2.072  1.449
26 C 0.273 -4.025 -1.144  -0.113
27 C 0.532 -3.319 -2.254  -0.136
28 C -0.235 -3.459 -3.536  -0.171
29 C -1.764 -3.696 -3.399  -0.184
30 C -2.485 -2.872 -2.363  -0.104
31 C -2.668 -3.218 -1.080  -0.143
32 C -2.194 -4.508 -0.480  -0.173
33 C -0.830 -5.041 -0.995  -0.184
34 C -1.071 3.901 1.851  -0.262
35 H 0.938 -3.937 -0.273  0.105
36 H 1.405 -2.650 -2.291  0.096
37 H 0.167 -4.294 -4.139  0.132
38 H -0.077 -2.544 -4.126  0.109
39 H -2.202 -3.431 -4.374  0.119
40 H -1.948 -4.770 -3.265  0.106
41 H -2.947 -1.954 -2.750  0.109
42 H -3.277 -2.580 -0.422  0.092
43 H -2.936 -5.310 -0.648  0.131
44 H -2.125 -4.371 0.609  0.107
45 H -0.484 -5.775 -0.251  0.119
46 H -0.991 -5.601 -1.924  0.106
47 H -0.830 4.526 2.735  0.041
48 H -2.157 3.763 1.818  0.002
49 H -0.759 4.479 0.965  0.032
50 F 1.733 5.041 -0.337  0.096
51 C 2.344 4.695 0.826  -0.197
52 C 1.936 3.571 1.547  -0.155
53 C 2.584 3.358 2.772  -0.208
54 F 1.938 2.459 3.689  -0.069
55 C 3.659 4.092 3.248  -0.116
56 F 4.260 3.802 4.421  0.145
57 C 4.037 5.202 2.497  -0.078
58 F 4.985 6.034 2.968  0.167
59 C 3.354 5.520 1.319  -0.096
60 F 3.635 6.688 0.706  0.151

This record from OMol25 describes one molecule with the formula C11H17O3P at a distorted geometry. The level of theory is ωB97M-V with the def2-TZVPD basis set.

Summary:
- E_LUMO (eV) = 0.7
- SMILES string = CC(C)(O)[P@](=O)(O)CCc1ccccc1

Last column: Löwdin charge in e.
Atoms and positions in Å:
1 C -4.033 0.823 -0.411  -0.054
2 C -2.705 0.591 0.292  -0.651
3 C -2.900 0.219 1.756  -0.048
4 H -3.364 -0.761 1.827  0.079
5 H -3.537 0.952 2.251  0.087
6 H -1.941 0.194 2.266  0.078
7 O -1.836 1.702 0.154  -0.051
8 H -2.321 2.510 0.364  0.107
9 H -4.646 -0.073 -0.342  0.089
10 H -4.573 1.656 0.041  0.088
11 H -3.849 1.040 -1.462  0.083
12 P -1.791 -0.717 -0.669  0.626
13 O -1.852 -0.566 -2.127  -0.281
14 O -2.538 -2.080 -0.197  -0.152
15 H -2.685 -2.607 -0.985  0.077
16 C -0.091 -0.877 0.011  -0.222
17 H 0.250 -1.873 -0.290  0.107
18 H -0.119 -0.830 1.097  0.089
19 C 0.796 0.199 -0.595  -0.199
20 C 2.270 0.036 -0.339  -0.223
21 C 2.780 -0.768 0.671  -0.048
22 C 4.147 -0.868 0.873  -0.088
23 C 5.027 -0.164 0.072  -0.101
24 C 4.530 0.644 -0.937  -0.089
25 C 3.166 0.741 -1.139  -0.047
26 H 2.783 1.370 -1.929  0.113
27 H 5.208 1.198 -1.569  0.101
28 H 6.092 -0.245 0.231  0.098
29 H 4.524 -1.502 1.664  0.100
30 H 2.116 -1.326 1.312  0.101
31 H 0.619 0.209 -1.674  0.115
32 H 0.473 1.173 -0.219  0.114

This record from OMol25 describes a 2-piece molecular cluster, C2H2BrCl2NO3 overall at a distorted geometry. The level of theory is ωB97M-V with the def2-TZVPD basis set.

Summary:
- E_LUMO (alpha / beta) (eV) = -0.9 / -0.9

Last column: Löwdin charge in e.
Atoms and positions in Å:
1 C -0.846 0.108 0.393  -0.156
2 C 1.576 0.101 0.526  -1.699
3 N -1.091 -0.970 -0.645  -0.451
4 O -0.893 -2.066 -0.276  0.059
5 O -1.461 -0.554 -1.711  0.078
6 O -0.969 1.362 -0.074  -0.122
7 Cl 1.827 0.179 2.189  0.604
8 Cl 1.878 -1.342 -0.276  0.651
9 Br 1.799 1.711 -0.441  0.753
10 H -1.087 -0.032 1.422  0.128
11 H -0.732 1.503 -1.108  0.155

This record from OMol25 describes a 2-piece molecular cluster, C10H16O overall at a distorted geometry. The level of theory is ωB97M-V with the def2-TZVPD basis set.

Summary:
- E_LUMO (eV) = 0.8
- SMILES string = Cc1ccc(O)cc1.CCC

Last column: Löwdin charge in e.
Atoms and positions in Å:
1 C -0.394 1.517 1.435  -0.332
2 C 1.073 1.998 1.435  -0.141
3 C -1.289 2.607 1.936  -0.159
4 H -0.446 0.722 2.195  0.096
5 H -0.564 1.052 0.394  0.109
6 H 1.238 2.212 2.576  0.109
7 H 1.896 1.340 1.269  0.024
8 H -0.749 3.347 2.603  0.080
9 H -2.236 2.273 2.509  0.095
10 H 1.333 2.745 0.724  0.058
11 H -1.640 3.331 1.195  0.060
12 C 0.620 -2.482 1.085  -0.049
13 C -0.568 -2.509 -1.086  -0.065
14 C 0.345 -1.900 -0.276  -0.305
15 C -0.996 -1.853 -2.245  -0.028
16 C 0.901 -0.711 -0.772  -0.111
17 C -0.418 -0.710 -2.787  -0.307
18 C 0.694 -0.210 -1.997  -0.040
19 O -0.386 -0.205 -4.056  0.011
20 H -0.837 -3.582 -0.914  0.135
21 H -1.885 -2.224 -2.776  0.116
22 H -0.388 -2.734 1.532  0.096
23 H 1.107 -1.693 1.718  0.087
24 H 1.793 -0.200 -0.221  0.133
25 H 1.402 0.565 -2.374  0.130
26 H -0.754 0.714 -4.105  0.131
27 H 1.150 -3.411 1.002  0.067

This record from OMol25 describes a 12-piece molecular cluster, C24H48Cl24 overall at a distorted geometry. The level of theory is ωB97M-V with the def2-TZVPD basis set.

Summary:
- E_LUMO (eV) = 0.3
- SMILES string = ClCCCl.ClCCCl.ClCCCl.ClCCCl.ClCCCl.ClCCCl.ClCCCl.ClCCCl.ClCCCl.ClCCCl.ClCCCl.ClCCCl

Last column: Löwdin charge in e.
Atoms and positions in Å:
1 Cl 7.353 -1.893 0.448  0.577
2 C 5.831 -1.943 1.355  -0.660
3 C 4.749 -1.330 0.501  -0.681
4 Cl 3.248 -1.161 1.441  0.620
5 H 5.961 -1.369 2.264  0.067
6 H 5.616 -2.981 1.578  0.070
7 H 4.524 -1.921 -0.379  -0.027
8 H 5.040 -0.332 0.186  0.040
9 Cl -1.535 3.855 2.822  0.557
10 C -3.138 3.129 3.217  -0.596
11 C -3.936 2.812 1.980  -0.666
12 Cl -3.937 4.140 0.802  0.576
13 H -3.635 3.817 3.887  0.070
14 H -2.902 2.199 3.727  0.076
15 H -4.972 2.575 2.214  0.074
16 H -3.512 1.936 1.490  -0.006
17 Cl -0.457 -2.386 -0.384  0.602
18 C 0.327 -0.833 -0.769  -0.667
19 C 0.017 0.225 0.244  -0.683
20 Cl -1.667 0.772 0.135  0.625
21 H -0.019 -0.539 -1.756  0.012
22 H 1.391 -1.030 -0.799  0.019
23 H 0.658 1.082 0.042  0.009
24 H 0.174 -0.118 1.261  0.025
25 Cl 3.644 -2.408 -2.607  0.629
26 C 3.480 -3.638 -1.342  -0.690
27 C 2.677 -4.810 -1.857  -0.651
28 Cl 2.462 -5.989 -0.536  0.567
29 H 2.939 -3.219 -0.495  0.034
30 H 4.456 -4.001 -1.042  0.077
31 H 3.175 -5.289 -2.696  0.073
32 H 1.679 -4.511 -2.166  0.061
33 Cl -3.367 -1.915 -2.878  0.546
34 C -2.815 -0.322 -3.480  -0.679
35 C -3.943 0.455 -4.144  -0.746
36 Cl -4.496 -0.349 -5.640  0.545
37 H -1.993 -0.473 -4.180  0.044
38 H -2.411 0.211 -2.619  -0.009
39 H -3.590 1.427 -4.477  -0.012
40 H -4.762 0.597 -3.443  0.032
41 Cl -3.121 2.727 -2.693  0.666
42 C -2.301 4.298 -2.459  -0.609
43 C -1.148 4.237 -1.506  -0.615
44 Cl 0.043 2.996 -1.984  0.619
45 H -3.051 4.966 -2.033  0.064
46 H -2.025 4.653 -3.443  0.073
47 H -1.468 4.076 -0.486  0.019
48 H -0.595 5.172 -1.566  0.080
49 Cl -0.414 -3.866 4.759  0.538
50 C 1.312 -3.429 4.870  -0.648
51 C 1.528 -1.987 4.501  -0.687
52 Cl 0.828 -0.841 5.672  0.570
53 H 1.833 -4.083 4.172  0.073
54 H 1.665 -3.701 5.863  0.070
55 H 1.014 -1.787 3.557  0.042
56 H 2.578 -1.754 4.334  0.054
57 Cl -5.946 -2.951 0.781  0.567
58 C -6.372 -1.505 -0.161  -0.691
59 C -5.534 -0.331 0.230  -0.642
60 Cl -6.122 1.092 -0.714  0.555
61 H -7.439 -1.303 -0.066  0.069
62 H -6.209 -1.746 -1.208  0.055
63 H -4.493 -0.492 -0.041  0.041
64 H -5.595 -0.032 1.267  0.061
65 Cl -2.331 -5.203 -2.316  0.522
66 C -2.751 -5.106 -0.569  -0.669
67 C -1.660 -5.757 0.241  -0.700
68 Cl -2.074 -5.819 1.968  0.553
69 H -3.666 -5.684 -0.456  0.066
70 H -2.927 -4.070 -0.319  0.027
71 H -0.728 -5.217 0.109  0.018
72 H -1.500 -6.767 -0.125  0.067
73 Cl 1.340 1.740 3.122  0.564
74 C 1.122 2.496 4.729  -0.669
75 C 1.532 3.937 4.695  -0.641
76 Cl 3.329 4.101 4.561  0.523
77 H 1.685 1.908 5.445  0.037
78 H 0.068 2.362 4.966  0.053
79 H 1.246 4.513 5.570  0.075
80 H 1.137 4.456 3.827  0.028
81 Cl 0.941 0.035 -4.261  0.625
82 C 2.550 0.584 -4.654  -0.712
83 C 2.645 2.103 -4.682  -0.668
84 Cl 4.356 2.586 -4.611  0.560
85 H 2.823 0.211 -5.645  0.077
86 H 3.311 0.159 -3.998  0.020
87 H 2.116 2.564 -3.854  0.001
88 H 2.241 2.473 -5.620  0.073
89 Cl 2.714 5.480 0.710  0.564
90 C 2.690 3.712 0.455  -0.699
91 C 3.299 3.412 -0.884  -0.662
92 Cl 3.335 1.645 -1.129  0.612
93 H 1.652 3.392 0.499  0.026
94 H 3.221 3.229 1.270  0.045
95 H 4.311 3.797 -0.928  0.075
96 H 2.693 3.845 -1.669  0.029